The ion C35H28Br2OP with charge +1 at a distorted geometry. Source: OMol25; level of theory: ωB97M-V/def2-TZVPD.

Each line ends with the natural charge from an NBO analysis.
Cartesian coordinates (Å):
Br -4.525 3.286 -2.675  0.09
C -2.850 2.460 -2.362  -0.07
C -2.754 1.065 -2.405  -0.23
C -1.573 0.450 -1.989  -0.22
C -0.482 1.215 -1.556  0.06
C 0.778 0.456 -1.109  -0.28
C 2.060 1.204 -1.459  -0.17
C 3.212 0.606 -1.804  -0.19
C 4.413 1.318 -2.210  0.00
C 5.589 0.573 -2.444  -0.19
C 6.768 1.188 -2.845  -0.23
C 6.790 2.579 -3.037  -0.08
Br 8.400 3.425 -3.565  0.09
C 5.630 3.343 -2.813  -0.23
C 4.448 2.717 -2.405  -0.19
C -0.561 2.609 -1.618  -0.22
C -1.730 3.231 -2.054  -0.23
H -3.601 0.457 -2.713  0.24
H -1.509 -0.644 -2.001  0.21
H 0.778 -0.459 -1.716  0.22
H 2.036 2.287 -1.355  0.21
H 3.287 -0.486 -1.768  0.19
H 5.558 -0.505 -2.310  0.21
H 7.665 0.605 -3.015  0.23
H 5.653 4.417 -2.968  0.23
H 3.534 3.298 -2.260  0.21
H 0.287 3.217 -1.322  0.22
H -1.764 4.313 -2.123  0.24
C -0.931 -2.382 5.555  -0.16
C -1.794 -1.383 5.099  -0.20
C -1.652 -0.864 3.809  -0.17
C -0.662 -1.363 2.936  -0.42
P -0.657 -0.924 1.152  1.57
C -1.088 -2.479 0.332  -0.44
C -0.493 -2.843 -0.890  -0.18
C -0.861 -4.026 -1.537  -0.20
C -1.760 -4.908 -0.930  -0.16
C -2.326 -4.582 0.310  -0.22
C -1.999 -3.376 0.938  -0.11
C -2.061 0.223 1.020  -0.43
C -1.849 1.595 1.236  -0.18
C -2.914 2.490 1.156  -0.20
C -4.201 2.026 0.895  -0.16
C -4.425 0.666 0.693  -0.22
C -3.362 -0.237 0.749  -0.13
C 0.809 -0.046 0.359  -0.62
C 1.288 1.040 1.360  0.42
O 2.035 1.979 1.156  -0.46
C 0.221 -2.353 3.416  -0.12
C 0.081 -2.854 4.713  -0.22
H -1.056 -2.790 6.558  0.24
H -2.591 -1.003 5.740  0.24
H -2.329 -0.076 3.471  0.24
H 0.279 -2.214 -1.334  0.22
H -0.434 -4.259 -2.516  0.24
H -2.024 -5.848 -1.419  0.24
H -3.031 -5.264 0.791  0.24
H -2.437 -3.142 1.912  0.23
H -0.844 1.977 1.434  0.22
H -2.725 3.558 1.277  0.24
H -5.034 2.730 0.851  0.24
H -5.433 0.299 0.486  0.24
H -3.539 -1.295 0.547  0.22
H 1.607 -0.823 0.340  0.29
H 0.891 0.887 2.399  0.13
H 1.005 -2.738 2.764  0.21
H 0.761 -3.625 5.072  0.24

Atoms 1-3, force components in eV/Å:
Br 0.21 -0.05 -0.10
C 0.44 -0.37 -0.08
C 0.14 0.12 0.38

Properties
- energy (eV) = -188163.9213
- charge = +1


A cluster of 2 separate species, C2H7N2O in total at a distorted geometry. Source: OMol25; level of theory: ωB97M-V/def2-TZVPD.

Each line ends with the Mulliken spin population.
Cartesian coordinates (Å):
C 0.944 0.203 0.556  -0.04
C -2.829 0.278 -0.173  0.89
N -0.119 -0.616 0.163  0.85
N 2.090 -0.405 -0.138  0.03
O 0.055 0.677 -0.418  0.17
H 1.139 0.647 1.510  0.00
H -3.207 1.083 0.409  0.03
H -2.428 0.539 -1.052  0.05
H -2.568 -0.692 0.214  0.02
H 1.509 -0.692 -0.969  0.00
H 2.498 -1.229 0.334  0.00
H 2.916 0.208 -0.437  0.00

Atoms 1-3, force components in eV/Å:
C 0.04 -0.18 -0.45
C -0.83 -0.88 2.33
N -1.16 1.10 0.05

Properties
- relative energy (zero: lowest compared OMol25 entry of this formula, charge and spin) (kcal/mol) = 49.8
- 2S+1 = 3
- energy (eV) = -7201.1534
- charge = +1


A structure of composition C4H6BiO7 at a distorted geometry. Source: OMol25; level of theory: ωB97M-V/def2-TZVPD.

Each line ends with the Mulliken spin population.
Cartesian coordinates (Å):
O -0.434 0.270 -3.593  0.00
C 0.122 -0.494 -2.760  0.00
O 0.768 -1.510 -3.134  0.00
O 0.017 -0.175 -1.475  0.00
O -0.419 -0.151 1.447  0.00
C -0.450 0.593 2.549  0.00
O 0.516 1.073 3.098  0.00
O -1.651 0.459 3.106  0.00
C 0.837 -0.250 0.776  0.00
C 0.669 -1.009 -0.513  0.00
Bi 0.308 -0.984 -5.190  0.00
H -1.675 0.964 3.929  0.00
H 1.539 -0.795 1.423  0.00
H 1.242 0.751 0.582  0.00
H 0.078 -1.923 -0.364  0.00
H 1.663 -1.288 -0.883  0.00
O -1.502 2.706 0.563  1.02
H -1.628 1.763 0.438  -0.02

Atoms 1-3, force components in eV/Å:
O -0.23 0.35 0.81
C -0.15 0.50 1.54
O 0.21 -0.28 0.93

Properties
- relative energy (zero: lowest compared OMol25 entry of this formula, charge and spin) (kcal/mol) = 0.0
- 2S+1 = 2
- energy (eV) = -24414.3521